Entry 1:
The following is a DFT calculation (ωB97M-V/def2-TZVPD) of a molecular structure, C39H53FMoN11O4SSi.

Element x y z (Å)
Mo (-0.21, 0.09, 0.48)
C (-0.51, -1.97, 3.60)
C (-0.82, -2.59, 2.27)
C (-1.33, -3.87, 2.16)
C (-1.68, -4.35, 0.90)
C (-1.45, -3.60, -0.23)
C (-0.81, -2.36, -0.08)
N (-0.59, -1.86, 1.17)
N (-0.35, -1.53, -1.06)
Si (0.47, -2.45, -2.29)
C (1.92, -1.65, -3.18)
C (-0.73, -3.00, -3.65)
C (1.27, -3.97, -1.49)
H (-0.97, -2.54, 4.40)
H (-0.86, -0.94, 3.63)
H (0.57, -1.95, 3.77)
H (-1.49, -4.45, 3.06)
H (-2.15, -5.33, 0.81)
H (-1.73, -3.95, -1.21)
H (1.64, -0.95, -3.96)
H (2.45, -2.48, -3.66)
H (2.62, -1.18, -2.49)
H (-1.69, -2.48, -3.56)
H (-0.92, -4.08, -3.61)
H (-0.32, -2.78, -4.64)
H (1.45, -3.76, -0.44)
H (2.23, -4.17, -1.97)
H (0.66, -4.87, -1.55)
F (2.14, -3.68, 3.89)
C (2.85, -3.57, 2.75)
C (3.15, -2.38, 2.23)
N (3.89, -2.25, 1.08)
C (4.25, -0.91, 0.61)
C (3.06, 0.01, 0.33)
O (3.34, 1.21, 0.22)
O (1.94, -0.56, 0.15)
C (4.34, -3.35, 0.38)
O (4.98, -3.29, -0.65)
N (4.00, -4.56, 0.96)
C (3.29, -4.80, 2.13)
O (3.10, -5.93, 2.53)
H (2.82, -1.45, 2.69)
H (4.81, -1.04, -0.31)
H (4.89, -0.42, 1.34)
H (4.33, -5.37, 0.46)
C (-3.53, -0.83, 2.72)
C (-3.56, 0.68, 2.96)
C (-2.33, 1.23, 3.67)
C (-3.89, 1.42, 1.67)
C (-5.02, 2.22, 1.72)
C (-5.53, 2.87, 0.60)
C (-4.87, 2.65, -0.60)
C (-3.72, 1.89, -0.71)
C (-3.14, 1.84, -2.12)
C (-2.69, 0.47, -2.60)
C (-2.07, 2.92, -2.30)
C (-3.13, 1.30, 0.46)
N (-1.93, 0.66, 0.45)
H (-3.31, -1.37, 3.65)
H (-2.78, -1.09, 1.98)
H (-4.49, -1.17, 2.35)
H (-4.41, 0.86, 3.62)
H (-1.45, 1.17, 3.03)
H (-2.13, 0.68, 4.59)
H (-2.48, 2.28, 3.92)
H (-5.54, 2.30, 2.66)
H (-6.41, 3.49, 0.66)
H (-5.27, 3.11, -1.50)
H (-3.98, 2.13, -2.77)
H (-1.91, 0.04, -1.96)
H (-2.31, 0.53, -3.62)
H (-3.53, -0.23, -2.60)
H (-1.15, 2.65, -1.78)
H (-2.42, 3.87, -1.89)
H (-1.83, 3.07, -3.36)
C (2.68, 4.71, -2.86)
C (2.47, 5.65, -1.68)
C (1.13, 6.37, -1.80)
C (2.59, 4.93, -0.34)
N (1.55, 3.94, -0.14)
C (1.48, 2.68, -0.56)
N (0.38, 2.15, -0.11)
N (-0.23, 3.12, 0.64)
N (0.46, 4.18, 0.62)
H (2.78, 5.27, -3.79)
H (1.84, 4.03, -2.98)
H (3.59, 4.11, -2.73)
H (3.27, 6.40, -1.68)
H (0.30, 5.66, -1.81)
H (1.08, 6.94, -2.73)
H (0.96, 7.06, -0.97)
H (2.49, 5.64, 0.48)
H (3.55, 4.42, -0.24)
H (2.21, 2.23, -1.20)
S (2.28, 1.17, 4.38)
C (1.30, 0.90, 3.13)
N (0.57, 0.70, 2.24)
N (0.67, 1.25, -3.30)
C (1.03, 1.62, -4.58)
C (0.07, 1.88, -5.56)
C (0.45, 2.31, -6.82)
C (1.79, 2.49, -7.14)
C (2.75, 2.21, -6.18)
C (2.38, 1.77, -4.91)
H (1.37, 0.76, -2.77)
H (-0.24, 0.82, -3.19)
H (-0.98, 1.74, -5.32)
H (-0.31, 2.51, -7.56)
H (2.08, 2.82, -8.13)
H (3.80, 2.32, -6.41)
H (3.14, 1.54, -4.17)

Output
largest force on an atom = 0.028 hartree/bohr
multiplicity = 3
charge = -1
<S²> = 2.040
Kohn-Sham gap (alpha / beta) = 5.5 / 7.2 eV
ΔE to the lowest compared entry with this formula, charge and spin = 0.0 kcal/mol
E_HOMO (alpha / beta) = -3.180 / -4.827 eV


Entry 2:
The following is a DFT calculation (ωB97M-V/def2-TZVPD) of a gas-phase ion, C4H5N4O (charge +1).

Element x y z (Å)
C (1.95, -0.47, 0.62)
C (-0.36, 0.39, 2.19)
C (1.16, -0.36, -0.54)
C (-0.86, 0.44, 0.85)
N (2.32, -0.48, 1.74)
N (2.11, -1.05, 2.88)
N (0.33, 0.52, 3.07)
N (-0.14, -0.54, 0.09)
O (2.66, -0.71, 3.90)
H (1.23, 0.78, -0.85)
H (1.44, -0.94, -1.37)
H (-0.74, 1.45, 0.41)
H (-1.90, 0.14, 0.68)
H (-0.58, -1.43, -0.28)

Output
largest force on an atom = 0.152 hartree/bohr
multiplicity = 1
charge = +1
SMILES = N#CCNCC#[N+]N=O
Kohn-Sham gap (alpha / beta) = 8.2 / 8.2 eV
ΔE to the lowest compared entry with this formula, charge and spin = 119.7 kcal/mol
E_HOMO (alpha / beta) = -14.732 / -14.731 eV


Entry 3:
The following is a DFT calculation (ωB97M-V/def2-TZVPD) of C20H17N3O2 in the gas phase.

Element x y z (Å)
C (3.98, 3.46, -0.89)
C (3.21, 2.43, -0.13)
C (1.82, 2.46, -0.09)
C (1.16, 1.48, 0.64)
N (1.79, 0.51, 1.30)
C (3.11, 0.49, 1.27)
C (3.86, 1.41, 0.57)
H (4.94, 1.35, 0.56)
H (3.57, -0.31, 1.82)
N (-0.22, 1.36, 0.70)
C (-1.18, 1.94, -0.10)
O (-0.98, 2.91, -0.80)
C (-2.49, 1.24, -0.03)
C (-3.65, 1.98, 0.15)
C (-4.88, 1.36, 0.24)
C (-4.96, -0.02, 0.13)
C (-3.82, -0.78, -0.10)
C (-2.58, -0.16, -0.19)
N (-1.42, -0.88, -0.46)
C (-1.13, -2.19, -0.18)
O (-1.94, -3.00, 0.21)
C (0.33, -2.48, -0.32)
C (0.89, -3.40, 0.56)
C (2.25, -3.65, 0.54)
C (3.06, -3.01, -0.38)
C (2.50, -2.12, -1.28)
C (1.15, -1.86, -1.26)
H (0.73, -1.18, -2.00)
H (3.13, -1.63, -2.01)
H (4.12, -3.20, -0.39)
H (2.67, -4.35, 1.24)
H (0.24, -3.89, 1.27)
H (-0.63, -0.32, -0.74)
H (-3.88, -1.85, -0.20)
H (-5.92, -0.51, 0.21)
H (-5.77, 1.94, 0.40)
H (-3.56, 3.05, 0.24)
H (-0.51, 0.62, 1.32)
H (1.26, 3.22, -0.61)
H (4.44, 4.17, -0.19)
H (3.34, 4.01, -1.56)
H (4.79, 3.00, -1.46)

Output
largest force on an atom = 0.009 hartree/bohr
multiplicity = 1
SMILES = Cc1ccnc(NC(=O)c2ccccc2NC(=O)c2ccccc2)c1
Kohn-Sham gap = 9.1 eV
ΔE to the lowest compared entry with this formula, charge and spin = 0.0 kcal/mol
E_HOMO = -8.715 eV


Entry 4:
The following is a DFT calculation (ωB97M-V/def2-TZVPD) of a molecular structure, C42H46MoN12O2S4.

Element x y z (Å)
Mo (0.29, 0.60, 0.19)
C (4.88, -1.85, -2.30)
S (4.63, -0.14, -1.79)
C (3.17, -0.27, -0.87)
S (2.66, 1.19, -0.07)
N (2.52, -1.38, -0.77)
N (1.42, -1.22, 0.05)
C (1.02, -2.28, 0.67)
C (0.00, -2.08, 1.67)
C (-0.43, -3.08, 2.52)
C (-1.34, -2.77, 3.51)
C (-1.78, -1.45, 3.61)
C (-1.31, -0.51, 2.72)
N (-0.43, -0.80, 1.76)
H (5.74, -1.83, -2.96)
H (4.00, -2.21, -2.83)
H (5.08, -2.48, -1.44)
H (1.52, -3.23, 0.51)
H (-0.06, -4.09, 2.39)
H (-1.71, -3.53, 4.19)
H (-2.49, -1.16, 4.37)
H (-1.64, 0.51, 2.79)
O (-3.57, 6.18, 3.79)
N (-2.46, 5.90, 3.41)
O (-1.46, 6.58, 3.54)
C (-2.29, 4.62, 2.69)
C (-3.36, 4.17, 2.00)
C (-3.26, 2.99, 1.20)
C (-4.34, 2.43, 0.50)
C (-4.15, 1.26, -0.20)
C (-2.88, 0.69, -0.25)
N (-1.84, 1.22, 0.37)
C (-2.02, 2.34, 1.12)
C (-0.91, 2.80, 1.90)
N (0.23, 2.06, 1.82)
C (1.23, 2.36, 2.64)
C (1.17, 3.42, 3.54)
C (0.06, 4.22, 3.57)
C (-1.03, 3.92, 2.73)
H (-4.29, 4.72, 2.04)
H (-5.31, 2.90, 0.55)
H (-4.96, 0.78, -0.72)
H (-2.69, -0.23, -0.79)
H (2.12, 1.75, 2.55)
H (2.01, 3.61, 4.19)
H (0.01, 5.06, 4.24)
S (-0.26, -0.34, -1.97)
C (-0.45, 1.12, -2.90)
N (-0.59, 0.98, -4.20)
N (-0.97, 1.92, -5.02)
C (-1.82, 3.04, -4.88)
C (-2.82, 3.12, -3.92)
C (-3.70, 4.18, -3.96)
C (-3.58, 5.18, -4.91)
C (-2.57, 5.09, -5.87)
C (-1.70, 4.02, -5.86)
N (-0.31, 2.35, -2.34)
N (0.13, 2.40, -1.15)
C (0.17, 3.76, -0.69)
C (-0.96, 4.55, -0.89)
C (-0.98, 5.85, -0.41)
C (0.12, 6.37, 0.25)
C (1.26, 5.59, 0.41)
C (1.29, 4.29, -0.06)
H (-0.76, 1.67, -5.98)
H (-2.95, 2.34, -3.18)
H (-4.50, 4.24, -3.23)
H (-4.26, 6.02, -4.92)
H (-2.47, 5.86, -6.62)
H (-0.92, 3.95, -6.61)
H (-1.81, 4.15, -1.41)
H (-1.86, 6.47, -0.56)
H (0.11, 7.39, 0.63)
H (2.14, 6.00, 0.89)
H (2.19, 3.70, 0.04)
C (-3.75, -0.68, -4.31)
C (-3.33, -1.33, -5.63)
C (-2.89, -2.79, -5.52)
C (-1.63, -3.03, -4.69)
N (-1.95, -3.21, -3.28)
C (-1.19, -3.59, -2.25)
S (-1.69, -3.23, -0.66)
N (-0.05, -4.28, -2.42)
C (0.43, -5.04, -3.57)
C (-0.48, -6.18, -4.01)
C (-0.62, -7.33, -3.01)
C (-1.56, -7.06, -1.85)
H (-4.18, 0.30, -4.49)
H (-2.89, -0.56, -3.65)
H (-4.50, -1.29, -3.80)
H (-2.52, -0.75, -6.07)
H (-4.16, -1.27, -6.34)
H (-2.72, -3.18, -6.52)
H (-3.70, -3.40, -5.10)
H (-0.94, -2.18, -4.80)
H (-1.12, -3.92, -5.06)
H (-2.77, -2.71, -2.96)
H (0.37, -4.51, -1.53)
H (1.39, -5.45, -3.25)
H (0.65, -4.36, -4.39)
H (-0.07, -6.56, -4.95)
H (-1.48, -5.79, -4.25)
H (0.37, -7.61, -2.64)
H (-0.98, -8.20, -3.56)
H (-1.19, -6.30, -1.16)
H (-1.72, -7.97, -1.27)
H (-2.54, -6.73, -2.21)

Output
largest force on an atom = 0.018 hartree/bohr
multiplicity = 3
charge = +2
<S²> = 2.261
Kohn-Sham gap (alpha / beta) = 6.0 / 5.6 eV
ΔE to the lowest compared entry with this formula, charge and spin = 3.7 kcal/mol
E_HOMO (alpha / beta) = -12.253 / -12.290 eV


Entry 5:
The following is a DFT calculation (ωB97M-V/def2-TZVPD) of 5 unconnected molecules or ions with the total composition C20H53N5O8.

Element x y z (Å)
C (-1.88, 2.33, 1.69)
O (-0.60, 1.81, 1.88)
H (-2.45, 2.09, 2.60)
H (-1.93, 3.44, 1.61)
H (-2.36, 1.85, 0.82)
H (-0.25, 1.67, 0.99)
C (2.01, 1.40, 5.14)
O (3.10, 1.72, 4.71)
N (2.02, 0.54, 6.21)
N (0.82, 1.61, 4.62)
H (1.22, 0.57, 6.82)
H (2.93, 0.53, 6.72)
H (0.04, 1.54, 5.25)
H (0.76, 2.14, 3.80)
C (1.83, 1.98, -4.14)
O (1.39, 1.09, -3.10)
C (0.08, 1.30, -2.69)
C (-0.13, 2.51, -1.76)
N (0.67, 2.41, -0.61)
C (1.09, 3.69, -0.02)
C (2.21, 3.50, 0.96)
O (3.21, 2.73, 0.34)
C (4.07, 2.15, 1.30)
H (1.04, 2.04, -4.91)
H (2.70, 1.52, -4.61)
H (1.96, 3.01, -3.81)
H (-0.15, 0.38, -2.15)
H (-0.61, 1.47, -3.51)
H (-1.17, 2.60, -1.48)
H (0.06, 3.43, -2.31)
H (1.56, 1.96, -0.82)
H (0.20, 4.12, 0.40)
H (1.36, 4.43, -0.74)
H (1.88, 2.96, 1.83)
H (2.63, 4.47, 1.32)
H (3.50, 1.75, 2.17)
H (4.83, 2.83, 1.67)
H (4.64, 1.33, 0.82)
C (1.71, -5.41, -2.83)
O (1.65, -4.08, -2.23)
C (2.62, -3.16, -2.74)
C (2.38, -1.83, -2.06)
N (2.55, -1.98, -0.60)
C (2.38, -0.68, -0.04)
C (2.35, -0.71, 1.47)
O (1.32, -1.56, 1.78)
C (0.91, -1.70, 3.14)
H (1.63, -5.50, -3.97)
H (0.92, -5.96, -2.29)
H (2.63, -5.94, -2.51)
H (2.56, -3.10, -3.84)
H (3.64, -3.47, -2.48)
H (1.42, -1.35, -2.24)
H (3.22, -1.20, -2.40)
H (1.85, -2.67, -0.28)
H (1.43, -0.28, -0.44)
H (3.12, 0.08, -0.40)
H (2.18, 0.26, 1.97)
H (3.32, -1.14, 1.83)
H (0.64, -0.70, 3.54)
H (1.69, -2.16, 3.78)
H (0.02, -2.30, 3.10)
C (-3.92, 0.64, -4.13)
O (-3.35, 0.19, -2.91)
C (-2.96, -1.21, -3.01)
C (-2.60, -1.63, -1.63)
N (-3.77, -1.86, -0.80)
C (-3.45, -2.22, 0.52)
C (-4.67, -2.40, 1.43)
O (-5.29, -1.15, 1.77)
C (-4.77, -0.39, 2.81)
H (-5.00, 0.48, -4.14)
H (-3.54, 0.11, -4.99)
H (-3.78, 1.72, -4.23)
H (-2.15, -1.26, -3.69)
H (-3.81, -1.85, -3.33)
H (-1.93, -0.88, -1.16)
H (-1.96, -2.53, -1.71)
H (-4.32, -1.03, -0.87)
H (-2.74, -1.55, 1.05)
H (-2.90, -3.17, 0.40)
H (-4.24, -2.86, 2.30)
H (-5.40, -2.99, 0.84)
H (-5.25, 0.57, 2.87)
H (-3.71, -0.08, 2.66)
H (-4.90, -1.01, 3.72)

Output
largest force on an atom = 0.073 hartree/bohr
multiplicity = 1
SMILES = COCCNCCOC.COCCNCCOC.COCCNCCOC.NC(N)=O.CO
Kohn-Sham gap = 8.8 eV
ΔE to the lowest compared entry with this formula, charge and spin = 36.7 kcal/mol
E_HOMO = -8.263 eV


Entry 6:
The following is a DFT calculation (ωB97M-V/def2-TZVPD) of a gas-phase ion, C5H10N (charge +1).

Element x y z (Å)
C (-0.31, -1.47, -0.11)
C (-1.13, 0.39, -0.89)
C (-0.86, -0.19, 0.43)
C (-0.41, 0.57, 1.65)
C (1.55, 0.25, -0.74)
N (0.18, -0.28, -0.84)
H (0.18, -2.21, 0.52)
H (-0.88, -2.09, -0.75)
H (-1.62, -0.19, -1.58)
H (-1.00, 1.51, -1.12)
H (-0.66, -0.11, 2.53)
H (-1.13, 1.49, 1.70)
H (0.53, 0.94, 1.54)
H (1.40, 1.45, -0.92)
H (2.02, -0.05, 0.13)
H (2.17, 0.00, -1.54)

Output
largest force on an atom = 0.118 hartree/bohr
multiplicity = 1
charge = +1
SMILES = C[C@]12C[N@@+]1(C)C2
Kohn-Sham gap = 12.1 eV
ΔE to the lowest compared entry with this formula, charge and spin = 77.8 kcal/mol
E_HOMO = -15.432 eV


Entry 7:
The following is a DFT calculation (ωB97M-V/def2-TZVPD) of a molecular structure, C10H29AgN4O4.

Element x y z (Å)
Ag (-1.17, 1.18, -1.24)
C (-5.64, -0.74, 1.33)
O (-4.86, -0.25, 0.26)
H (-5.08, -0.47, 2.23)
H (-6.66, -0.34, 1.28)
H (-5.55, -1.82, 1.40)
C (0.28, -1.21, 3.76)
C (0.13, -2.56, 3.08)
C (-0.79, -3.47, 3.86)
O (-0.61, -4.74, 3.26)
C (-1.78, -5.52, 3.43)
N (-0.45, -2.32, 1.73)
H (0.81, -1.20, 4.72)
H (-0.72, -0.79, 3.77)
H (0.81, -0.50, 3.13)
H (1.11, -3.03, 2.94)
H (-1.81, -3.10, 3.80)
H (-0.38, -3.35, 4.86)
H (-2.74, -5.21, 3.01)
H (-2.06, -5.78, 4.46)
H (-1.58, -6.46, 2.93)
H (-0.66, -3.25, 1.41)
H (-1.35, -2.00, 2.05)
C (2.31, 5.54, -0.57)
C (1.78, 4.15, -0.59)
C (2.72, 3.01, -0.36)
O (2.22, 1.68, -0.77)
C (3.18, 0.75, -1.09)
N (0.70, 3.86, 0.33)
H (2.90, 5.80, -1.44)
H (2.97, 5.78, 0.27)
H (1.46, 6.23, -0.50)
H (1.38, 3.91, -1.58)
H (3.00, 2.92, 0.69)
H (3.64, 3.28, -0.88)
H (3.29, 0.09, -0.22)
H (4.16, 1.23, -1.04)
H (2.92, 0.29, -2.04)
H (0.78, 3.86, 1.33)
H (0.01, 4.60, 0.24)
C (-0.02, -0.04, -6.12)
O (-0.37, -0.15, -4.95)
N (0.61, -0.96, -6.78)
N (-0.14, 0.97, -6.87)
H (0.84, -0.81, -7.76)
H (0.74, -1.90, -6.44)
H (0.33, 1.07, -7.76)
H (-0.67, 1.77, -6.55)

Output
largest force on an atom = 0.151 hartree/bohr
multiplicity = 1
Kohn-Sham gap = 3.5 eV
ΔE to the lowest compared entry with this formula, charge and spin = 158.0 kcal/mol
E_HOMO = -5.289 eV


Calculated total energy for the records above, in order: -89177.656 -12222.410 -29582.870 -111459.271 -45425.795 -6826.828 -28982.170 eV